[1]
Formula: C22H54ClN10O4P3
Source: the Open Molecules 2025 dataset
Level of theory: ωB97M-V/def2-TZVPD

Last columns: bonded neighbours and bond lengths (Å).
Cartesian coordinates (Å):
1 Cl 4.5410 -2.4534 1.4973  C25 1.795
2 P 4.7062 1.8227 2.7236  N13 1.553, C19 1.876, H51 1.400, H71 1.412
3 P -3.7648 -4.5489 -0.0089  O8 1.480, N9 1.719, N10 1.698, N15 1.664
4 P -0.1329 4.4716 -3.0172  O5 1.480, N14 1.694, N16 1.667, N18 1.721
5 O -1.3276 3.8204 -3.6003  P4 1.480
6 O 0.7859 3.0886 2.6330  O7 1.417, H88 0.969
7 O 1.3832 1.9197 2.0992  O6 1.417, C29 1.408
8 O -2.3913 -4.0286 0.1762  P3 1.480
9 N -4.5224 -3.2135 -0.7825  P3 1.719, C31 1.461, C33 1.449
10 N -3.5615 -5.9243 -0.9840  P3 1.698, C37 1.444, C38 1.458
11 N 4.1550 0.4790 -0.5353  C32 1.145
12 N 0.3807 -1.0892 1.8704  C24 1.470, C27 1.469, H58 1.012
13 N 4.1599 3.1400 2.1079  P2 1.553, H86 1.013
14 N 0.4482 3.3515 -1.8866  P4 1.694, C36 1.445, C39 1.457
15 N -5.1343 -5.0053 0.8191  P3 1.664, C23 1.459, C30 1.455
16 N 1.3067 5.2116 -3.4141  P4 1.667, C22 1.456, C26 1.458
17 N 2.5239 -2.0467 4.2908  C40 1.148
18 N -0.8243 5.9021 -2.3568  P4 1.721, C28 1.459, C34 1.448
19 C 4.0502 0.1937 2.0639  P2 1.876, C25 1.571, C32 1.474, C35 1.592
20 C 6.5037 -0.6976 2.0382  C21 1.553, C25 1.549, H52 1.088, H67 1.084
21 C 7.3511 -0.3276 3.2860  C20 1.553, H45 1.091, H69 1.092, H90 1.086
22 C 2.6293 4.7621 -3.0036  N16 1.456, H59 1.094, H83 1.084, H85 1.092
23 C -5.9755 -4.0010 1.4617  N15 1.459, H63 1.094, H78 1.092, H93 1.086
24 C 1.6679 -0.6323 1.3283  N12 1.470, C35 1.565, H60 1.087, H84 1.087
25 C 5.0276 -0.9864 2.4092  Cl1 1.795, C19 1.571, C20 1.549, H72 1.087
26 C 1.3131 6.5370 -4.0218  N16 1.458, H47 1.086, H65 1.094, H74 1.093
27 C 0.0117 -2.4318 1.4026  N12 1.469, H43 1.089, H77 1.089, H80 1.092
28 C -2.2130 6.1690 -2.7175  N18 1.459, H56 1.097, H62 1.085, H73 1.094
29 C 1.7843 1.0563 3.1361  O7 1.408, C35 1.540, H46 1.098, H79 1.094
30 C -5.7390 -6.3281 0.7903  N15 1.455, H44 1.084, H64 1.092, H82 1.095
31 C -3.7492 -1.9746 -0.8245  N9 1.461, H57 1.097, H75 1.093, H76 1.086
32 C 4.0838 0.3113 0.5952  N11 1.145, C19 1.474
33 C -5.3188 -3.3341 -1.9868  N9 1.449, H68 1.092, H87 1.097, H92 1.093
34 C -0.5704 6.3521 -1.0037  N18 1.448, H41 1.097, H81 1.092, H89 1.094
35 C 2.5558 -0.1213 2.5120  C19 1.592, C24 1.565, C29 1.540, C40 1.474
36 C 0.7739 3.4978 -0.4863  N14 1.445, H50 1.101, H53 1.092, H70 1.081
37 C -4.1858 -6.3126 -2.2273  N10 1.444, H48 1.100, H61 1.081, H91 1.095
38 C -2.6621 -6.9330 -0.4371  N10 1.458, H42 1.089, H49 1.098, H66 1.092
39 C 0.7573 2.0335 -2.4255  N14 1.457, H54 1.097, H55 1.090, H94 1.092
40 C 2.5182 -1.1831 3.5342  N17 1.148, C35 1.474
41 H -1.0941 5.7457 -0.2539  C34 1.097
42 H -2.4871 -7.7197 -1.1701  C38 1.089
43 H 0.7991 -3.1354 1.6692  C27 1.089
44 H -5.0041 -7.1223 0.7195  C30 1.084
45 H 7.8870 0.6034 3.0944  C21 1.091
46 H 0.8861 0.6195 3.5929  C29 1.098
47 H 0.3923 6.7313 -4.5647  C26 1.086
48 H -4.8097 -7.2113 -2.1144  C37 1.100
49 H -3.0613 -7.4102 0.4675  C38 1.098
50 H 1.8503 3.3544 -0.3072  C36 1.101
51 H 6.0990 1.7854 2.5891  P2 1.400
52 H 6.5812 0.1063 1.3093  C20 1.088
53 H 0.2453 2.7450 0.1023  C36 1.092
54 H 1.6104 2.0462 -3.1157  C39 1.097
55 H 1.0066 1.3449 -1.6181  C39 1.090
56 H -2.9222 5.5740 -2.1287  C28 1.097
57 H -2.9898 -1.9797 -1.6161  C31 1.097
58 H -0.3142 -0.4415 1.5210  N12 1.012
59 H 2.8990 5.1907 -2.0334  C22 1.094
60 H 1.4821 0.1758 0.6261  C24 1.087
61 H -4.8199 -5.5440 -2.6464  C37 1.081
62 H -2.3929 5.9611 -3.7674  C28 1.085
63 H -6.7981 -3.7032 0.8051  C23 1.094
64 H -6.2885 -6.5038 1.7171  C30 1.092
65 H 1.4349 7.3148 -3.2619  C26 1.094
66 H -1.6954 -6.4963 -0.1795  C38 1.092
67 H 6.9196 -1.6203 1.6505  C20 1.084
68 H -6.0646 -4.1267 -1.8952  C33 1.092
69 H 6.7273 -0.1112 4.1561  C21 1.092
70 H 0.5191 4.4573 -0.0580  C36 1.081
71 H 4.4543 1.7038 4.1082  P2 1.412
72 H 4.9996 -1.1894 3.4765  C25 1.087
73 H -2.4282 7.2273 -2.5455  C28 1.094
74 H 2.1363 6.6238 -4.7348  C26 1.093
75 H -4.4266 -1.1367 -1.0071  C31 1.093
76 H -3.2479 -1.7935 0.1218  C31 1.086
77 H -0.8756 -2.7436 1.9520  C27 1.089
78 H -6.4013 -4.3979 2.3860  C23 1.092
79 H 2.3093 1.5608 3.9528  C29 1.094
80 H -0.2561 -2.4849 0.3451  C27 1.092
81 H 0.4984 6.3655 -0.7805  C34 1.092
82 H -6.4476 -6.4102 -0.0398  C30 1.095
83 H 2.7090 3.6817 -2.9559  C22 1.084
84 H 2.1530 -1.4862 0.8633  C24 1.087
85 H 3.3734 5.0899 -3.7322  C22 1.092
86 H 3.4801 2.9931 1.3710  N13 1.013
87 H -4.7058 -3.5060 -2.8800  C33 1.097
88 H 0.3766 2.8789 3.4864  O6 0.969
89 H -0.9145 7.3839 -0.8907  C34 1.094
90 H 8.0782 -1.0971 3.5279  C21 1.086
91 H -3.4219 -6.5388 -2.9781  C37 1.095
92 H -5.8804 -2.4104 -2.1476  C33 1.093
93 H -5.4074 -3.1124 1.7219  C23 1.086
94 H -0.0979 1.6215 -2.9655  C39 1.092

Values from the calculation:
Net charge: 0
Structure (SMILES): CC[C@H](Cl)[C@](C#N)([PH2]=N)[C@](C#N)(CNC)COO.CN(C)P(=O)(N(C)C)N(C)C.CN(C)P(=O)(N(C)C)N(C)C
Energy above the lowest of the compared OMol25 structures with the same formula, charge and spin: 0.0 kJ/mol

[2]
Formula: C22H54IN4O10P
Source: the Open Molecules 2025 dataset
Level of theory: ωB97M-V/def2-TZVPD

Last columns: bonded neighbours and bond lengths (Å).
Cartesian coordinates (Å):
1 I -3.5796 3.5481 2.6032  C18 2.168
2 P 0.1515 -1.5772 1.1618  O7 1.631, O8 1.714, N16 1.695
3 O -1.8450 1.3709 1.8082  C18 1.418, C23 1.367
4 O 0.4436 1.3755 1.8779  C23 1.214
5 O -7.9804 2.1303 -2.3915  C21 1.421, C30 1.412
6 O 3.9871 -4.2391 -5.1793  C27 1.421, C33 1.413
7 O 0.2170 -2.8349 2.1978  P2 1.631, H50 0.964
8 O -0.7835 -0.5334 2.1490  P2 1.714, C23 1.347
9 O 6.3087 3.0994 3.2990  C29 1.414, C35 1.415
10 O 1.4692 -2.7778 -1.5996  C17 1.418, C36 1.421
11 O -4.0998 -0.1374 -1.3286  C20 1.417, C22 1.420
12 O 2.1937 3.7148 5.2729  C26 1.415, C28 1.420
13 N 3.5448 -5.0320 -2.3446  C19 1.459, C38 1.456, H41 1.011
14 N -6.3379 -0.0655 -3.5519  C24 1.456, C31 1.459, H65 1.011
15 N 4.5577 1.9487 5.6529  C32 1.456, C37 1.459, H44 1.011
16 N -1.1696 -2.1252 0.2520  P2 1.695, H51 1.019, H92 1.017
17 C 1.7659 -2.3531 -2.9196  O10 1.418, H52 1.093, H58 1.093, H91 1.091
18 C -1.7963 2.7782 1.6403  I1 2.168, O3 1.418, C25 1.538, H76 1.085
19 C 2.6118 -4.9399 -1.2268  N13 1.459, C36 1.523, H78 1.093, H80 1.095
20 C -4.8456 0.9548 -0.8210  O11 1.417, H54 1.092, H56 1.091, H74 1.094
21 C -8.4966 1.0012 -3.0834  O5 1.421, C24 1.513, H63 1.093, H67 1.094
22 C -4.8778 -1.2306 -1.7924  O11 1.420, C31 1.524, H64 1.096, H90 1.092
23 C -0.6158 0.7853 1.9337  O3 1.367, O4 1.214, O8 1.347
24 C -7.6220 -0.2169 -2.8820  N14 1.456, C21 1.513, H42 1.094, H47 1.099
25 C -1.7283 3.2451 0.1764  C18 1.538, C34 1.540, H59 1.096, H61 1.093
26 C 1.4300 2.7730 4.5442  O12 1.415, H69 1.095, H79 1.094, H83 1.087
27 C 3.9642 -5.5767 -4.6989  O6 1.421, C38 1.513, H85 1.094, H86 1.093
28 C 2.6727 3.2515 6.5267  O12 1.420, C32 1.513, H49 1.094, H53 1.094
29 C 6.6862 2.9691 4.6550  O9 1.414, C37 1.524, H73 1.097, H89 1.093
30 C -7.4797 3.1575 -3.2216  O5 1.412, H40 1.089, H45 1.094, H48 1.096
31 C -5.3532 -1.0945 -3.2342  N14 1.459, C22 1.524, H39 1.095, H87 1.093
32 C 4.1743 3.0655 6.5051  N15 1.456, C28 1.513, H71 1.099, H72 1.094
33 C 5.2033 -3.5527 -4.9629  O6 1.413, H43 1.088, H46 1.096, H62 1.094
34 C -1.1603 2.2164 -0.8183  C25 1.540, H57 1.095, H68 1.095, H75 1.091
35 C 5.1352 3.8521 3.0566  O9 1.415, H60 1.090, H66 1.094, H84 1.093
36 C 1.3073 -4.1794 -1.4269  O10 1.421, C19 1.523, H77 1.097, H81 1.093
37 C 5.9894 1.8339 5.3964  N15 1.459, C29 1.524, H82 1.093, H88 1.095
38 C 3.0299 -5.7234 -3.5180  N13 1.456, C27 1.513, H55 1.099, H70 1.094
39 H -5.7569 -2.0617 -3.5505  C31 1.095
40 H -7.2838 4.0193 -2.5861  C30 1.089
41 H 3.8302 -4.0991 -2.6104  N13 1.011
42 H -8.1357 -1.0892 -3.2973  C24 1.094
43 H 5.1526 -2.6213 -5.5238  C33 1.088
44 H 4.0733 2.0258 4.7685  N15 1.011
45 H -8.2106 3.4442 -3.9836  C30 1.094
46 H 5.3660 -3.3145 -3.9058  C33 1.096
47 H -7.5216 -0.3728 -1.7991  C24 1.099
48 H -6.5463 2.8732 -3.7209  C30 1.096
49 H 2.1727 2.3214 6.8132  C28 1.094
50 H 1.1450 -2.9139 2.4445  O7 0.964
51 H -0.7979 -2.2322 -0.6906  N16 1.019
52 H 2.8422 -2.3206 -3.1045  C17 1.093
53 H 2.4253 4.0129 7.2716  C28 1.094
54 H -5.7640 0.6211 -0.3333  C20 1.092
55 H 2.0441 -5.3531 -3.8322  C38 1.099
56 H -4.2303 1.4783 -0.0878  C20 1.091
57 H -1.6363 2.3420 -1.7970  C34 1.095
58 H 1.2897 -2.9931 -3.6662  C17 1.093
59 H -1.0734 4.1239 0.1734  C25 1.096
60 H 5.2318 4.2964 2.0658  C35 1.090
61 H -2.7110 3.5725 -0.1734  C25 1.093
62 H 6.0564 -4.1330 -5.3262  C33 1.094
63 H -9.4863 0.7912 -2.6691  C21 1.093
64 H -5.7010 -1.4264 -1.0958  C22 1.096
65 H -5.9509 0.8393 -3.3207  N14 1.011
66 H 4.2380 3.2267 3.0544  C35 1.094
67 H -8.6144 1.2215 -4.1485  C21 1.094
68 H -0.0820 2.3370 -0.9636  C34 1.095
69 H 0.6275 2.3529 5.1595  C26 1.095
70 H 2.9260 -6.7871 -3.2838  C38 1.094
71 H 4.6172 4.0187 6.1847  C32 1.099
72 H 4.5187 2.8645 7.5243  C32 1.094
73 H 6.5783 3.9308 5.1719  C29 1.097
74 H -5.0929 1.6710 -1.6102  C20 1.094
75 H -1.3393 1.1814 -0.5224  C34 1.091
76 H -0.9958 3.2102 2.2314  C18 1.085
77 H 0.7018 -4.5903 -2.2437  C36 1.097
78 H 3.1444 -4.4662 -0.3983  C19 1.093
79 H 2.0403 1.9543 4.1511  C26 1.094
80 H 2.3643 -5.9558 -0.9032  C19 1.095
81 H 0.7200 -4.2992 -0.5125  C36 1.093
82 H 6.1444 0.9213 4.8160  C37 1.093
83 H 0.9875 3.2968 3.7005  C26 1.087
84 H 5.0114 4.6541 3.7893  C35 1.093
85 H 4.9728 -5.9103 -4.4381  C27 1.094
86 H 3.5982 -6.2082 -5.5129  C27 1.093
87 H -4.4730 -0.9031 -3.8532  C31 1.093
88 H 6.4973 1.6888 6.3557  C37 1.095
89 H 7.7546 2.7384 4.6413  C29 1.093
90 H -4.2199 -2.1010 -1.7499  C22 1.092
91 H 1.3819 -1.3383 -3.0295  C17 1.091
92 H -1.9027 -1.4210 0.2197  N16 1.017

Values from the calculation:
Net charge: 0
Structure (SMILES): CC[C@@H](I)OC(=O)OP(N)O.COCCNCCOC.COCCNCCOC.COCCNCCOC

Number 1: DFT total energy -87164.4814 eV, orbital gap 8.6 eV. Number 2: DFT total energy -67512.1092 eV, orbital gap 9.0 eV.